This record from the Open Molecules 2025 dataset describes C6H11NO in the gas phase in a non-equilibrium geometry. The level of theory is ωB97M-V/def2-TZVPD.

Cartesian coordinates (Å):
O: 0.40135 0.58422 0.86455
N: -0.58829 -0.69802 -1.41117
C: -0.77471 1.75839 -2.14953
C: -0.34078 0.52798 -1.48116
C: -0.63661 -1.30470 2.17518
C: 1.91675 -0.66285 -0.66413
C: 0.51808 -0.13712 -0.56528
C: -0.66595 0.15105 1.74222
H: -0.92917 -1.83580 1.34121
H: -0.59997 1.60741 -3.25847
H: -1.32909 -1.54601 2.98449
H: -0.22129 2.56980 -1.74428
H: -0.55700 0.92530 2.46470
H: 2.49635 -0.03665 -1.39104
H: -1.72179 0.39356 1.32065
H: 0.34232 -1.77468 2.34572
H: 2.44991 -0.53716 0.31789
H: -1.83586 1.78021 -1.97926
H: 2.07575 -1.76495 -0.91227

Cartesian forces (eV/Å) of the 3 atoms listed first:
-1.1 -2.7 -2.0
-0.8 -0.6 1.5
0.2 -1.6 -1.5

Computed properties:
SMILES: CCO[C@@]1(C)N=C1C
Maximum force (hartree/bohr): 0.0690
Total energy (Eh): -365.08966
Net charge: 0
HOMO energy (eV): -9.11
Energy above the lowest of the compared OMol25 structures with the same formula, charge and spin (kcal per mole): 89.0